(1)
ORCA calculation (ωB97M-V/def2-TZVPD) on the molecule C27H29N5O2S in a non-equilibrium geometry.

The geometry in ORCA input format:
```
! wB97M-V def2-TZVPD RIJCOSX def2/J DEFGRID3
* xyz 0 1
C -3.97 -0.71 -1.82
H -4.47 -1.52 -2.33
H -3.98 0.16 -2.47
H -2.93 -1.00 -1.64
C -4.66 -0.45 -0.49
N -3.86 0.40 0.39
C -4.28 0.34 1.78
H -3.78 1.15 2.31
C -3.86 -1.00 2.42
N -2.55 -1.39 1.97
C -2.39 -2.46 1.15
O -3.27 -3.27 0.93
C -1.03 -2.58 0.54
C -0.93 -3.24 -0.69
C 0.28 -3.36 -1.33
C 1.44 -2.84 -0.74
C 1.35 -2.25 0.52
C 0.13 -2.11 1.14
H 0.09 -1.66 2.12
H 2.25 -1.91 1.01
N 2.65 -2.98 -1.41
C 3.74 -2.15 -1.43
O 4.78 -2.53 -1.92
C 3.52 -0.78 -0.92
C 2.41 0.00 -1.19
N 2.60 1.19 -0.58
N 3.76 1.22 0.07
C 4.35 0.05 -0.12
C 5.62 -0.22 0.48
C 6.50 -1.25 0.28
C 7.66 -1.14 1.07
C 7.66 -0.04 1.86
S 6.24 0.91 1.66
H 8.41 0.28 2.55
H 8.46 -1.86 1.04
H 6.32 -2.04 -0.43
C 1.76 2.31 -0.58
C 2.28 3.52 -0.13
C 1.49 4.65 -0.13
C 0.18 4.59 -0.58
C -0.34 3.38 -1.02
C 0.44 2.24 -1.02
H 0.02 1.30 -1.34
H -1.36 3.32 -1.36
H -0.44 5.47 -0.58
H 1.90 5.59 0.22
H 3.31 3.55 0.21
H 1.55 -0.22 -1.79
H 2.77 -3.82 -1.96
H 0.35 -3.86 -2.28
H -1.83 -3.64 -1.13
H -1.85 -0.67 1.95
H -3.86 -0.89 3.51
H -4.54 -1.81 2.16
H -5.37 0.46 1.91
C -3.66 1.75 -0.09
C -4.89 2.66 -0.13
H -5.65 2.25 -0.80
H -5.33 2.77 0.86
H -4.61 3.64 -0.49
H -2.90 2.21 0.56
H -3.23 1.68 -1.09
H -4.79 -1.41 0.02
H -5.67 -0.03 -0.67
*
```

Values from the calculation:
HOMO level in eV: -8.10
Energy above the lowest of the compared OMol25 structures with the same formula, charge and spin in eV: 0.097
Lowest unoccupied orbital energy in eV: 0.3

Charges obtained by Löwdin population analysis, quoted in units of e: number 1, C, carries -0.07; number 2, H, carries 0.08; number 3, H, carries 0.06; number 4, H, carries 0.07; number 5, C, carries -0.24; number 6, N, carries -0.20; number 7, C, carries -0.18; number 8, H, carries 0.12; number 9, C, carries -0.16; number 10, N, carries 0.07; number 11, C, carries -0.46; number 12, O, carries 0.06; number 13, C, carries -0.14; number 14, C, carries -0.01; number 15, C, carries -0.01; number 16, C, carries -0.25; number 17, C, carries -0.01; number 18, C, carries -0.01; number 19, H, carries 0.12; number 20, H, carries 0.12; number 21, N, carries 0.14; number 22, C, carries -0.42; number 23, O, carries 0.08; number 24, C, carries -0.07; number 25, C, carries 0.02; number 26, N, carries -0.07; number 27, N, carries 0.13; number 28, C, carries -0.24; number 29, C, carries -0.46; number 30, C, carries -0.10; number 31, C, carries -0.18; number 32, C, carries -0.42; number 33, S, carries 1.04; number 34, H, carries 0.06; number 35, H, carries 0.10; number 36, H, carries 0.09; number 37, C, carries -0.18; number 38, C, carries -0.01; number 39, C, carries -0.08; number 40, C, carries -0.09; number 41, C, carries -0.09; number 42, C, carries -0.01; number 43, H, carries 0.10; number 44, H, carries 0.09; number 45, H, carries 0.10; number 46, H, carries 0.11; number 47, H, carries 0.11; number 48, H, carries 0.14; number 49, H, carries 0.16; number 50, H, carries 0.12; number 51, H, carries 0.12; number 52, H, carries 0.13; number 53, H, carries 0.12; number 54, H, carries 0.11; number 55, H, carries 0.12; number 56, C, carries -0.26; number 57, C, carries -0.07; number 58, H, carries 0.07; number 59, H, carries 0.07; number 60, H, carries 0.07; number 61, H, carries 0.11; number 62, H, carries 0.09; number 63, H, carries 0.10; number 64, H, carries 0.11



(2)
ORCA calculation (ωB97M-V/def2-TZVPD) on the molecule C27H29N5O5 in a non-equilibrium geometry.

The geometry in ORCA input format:
```
! wB97M-V def2-TZVPD RIJCOSX def2/J DEFGRID3
* xyz 0 1
C 3.16 2.93 -1.45
H 3.91 3.28 -2.16
O 1.92 3.27 -2.03
C 0.74 2.84 -1.50
C -0.37 3.04 -2.32
C -1.62 2.58 -1.98
C -1.80 1.88 -0.80
C -0.72 1.74 0.07
C 0.55 2.22 -0.25
O 1.61 2.12 0.60
C 1.45 1.51 1.86
H 2.42 1.61 2.35
H 1.20 0.45 1.77
H 0.69 2.02 2.46
H -0.87 1.23 1.00
C -3.08 1.13 -0.53
H -3.94 1.68 -0.90
H -3.20 0.96 0.54
C -3.01 -0.23 -1.27
N -1.76 -0.89 -0.94
C -0.70 -0.66 -1.76
N -0.97 -0.14 -2.97
C 0.02 0.21 -3.75
N 1.34 0.06 -3.40
C 2.34 0.52 -4.20
C 2.08 1.11 -5.39
C 0.74 1.25 -5.81
C -0.26 0.81 -5.01
H -1.30 0.90 -5.27
H 0.52 1.71 -6.76
H 2.89 1.46 -6.01
H 3.34 0.36 -3.81
C 1.72 -0.56 -2.16
O 2.89 -0.68 -1.89
C 0.60 -0.94 -1.35
C 0.80 -1.48 -0.05
C -0.25 -1.76 0.76
C -1.61 -1.50 0.33
N -2.60 -1.78 1.09
H -3.52 -1.55 0.75
C 0.09 -2.23 2.14
O 1.23 -2.12 2.57
N -0.92 -2.77 2.85
C -0.78 -3.16 4.23
H -1.30 -4.11 4.39
H 0.28 -3.29 4.43
C -1.36 -2.10 5.18
C -0.56 -0.78 5.14
H -1.15 0.03 4.71
C -0.20 -0.53 6.61
H 0.77 -0.06 6.73
C -0.25 -1.94 7.18
H -0.45 -1.98 8.25
O -1.33 -2.57 6.52
H 0.69 -2.47 6.97
H -0.96 0.09 7.09
H 0.34 -0.91 4.54
H -2.42 -1.94 4.93
H -1.85 -2.65 2.44
H 1.80 -1.65 0.29
H -3.00 -0.06 -2.34
H -3.86 -0.86 -1.01
H -2.45 2.72 -2.66
H -0.20 3.55 -3.26
H 3.30 3.42 -0.49
H 3.26 1.85 -1.31
*
```

Values from the calculation:
HOMO level in eV: -7.92
Energy above the lowest of the compared OMol25 structures with the same formula, charge and spin in eV: 0.000
Lowest unoccupied orbital energy in eV: -0.6

Charges obtained by Löwdin population analysis, quoted in units of e: number 1, C, carries -0.07; number 2, H, carries 0.09; number 3, O, carries -0.07; number 4, C, carries -0.20; number 5, C, carries -0.01; number 6, C, carries -0.05; number 7, C, carries -0.24; number 8, C, carries 0.03; number 9, C, carries -0.18; number 10, O, carries -0.10; number 11, C, carries -0.05; number 12, H, carries 0.10; number 13, H, carries 0.07; number 14, H, carries 0.10; number 15, H, carries 0.12; number 16, C, carries -0.10; number 17, H, carries 0.12; number 18, H, carries 0.11; number 19, C, carries -0.12; number 20, N, carries 0.05; number 21, C, carries -0.20; number 22, N, carries 0.18; number 23, C, carries -0.25; number 24, N, carries 0.12; number 25, C, carries -0.02; number 26, C, carries -0.04; number 27, C, carries -0.04; number 28, C, carries 0.01; number 29, H, carries 0.12; number 30, H, carries 0.11; number 31, H, carries 0.11; number 32, H, carries 0.14; number 33, C, carries -0.35; number 34, O, carries 0.08; number 35, C, carries -0.05; number 36, C, carries 0.07; number 37, C, carries -0.05; number 38, C, carries -0.30; number 39, N, carries 0.14; number 40, H, carries 0.06; number 41, C, carries -0.46; number 42, O, carries 0.03; number 43, N, carries 0.08; number 44, C, carries -0.12; number 45, H, carries 0.13; number 46, H, carries 0.13; number 47, C, carries -0.31; number 48, C, carries -0.12; number 49, H, carries 0.11; number 50, C, carries -0.15; number 51, H, carries 0.11; number 52, C, carries -0.20; number 53, H, carries 0.12; number 54, O, carries -0.10; number 55, H, carries 0.12; number 56, H, carries 0.11; number 57, H, carries 0.10; number 58, H, carries 0.15; number 59, H, carries 0.08; number 60, H, carries 0.14; number 61, H, carries 0.11; number 62, H, carries 0.12; number 63, H, carries 0.12; number 64, H, carries 0.12; number 65, H, carries 0.09; number 66, H, carries 0.08